(1)
Entry from the Open Molecules 2025 dataset: C30H28ClN6NdO4 as an isolated structure at a distorted geometry (the ωB97M-V functional and the def2-TZVPD basis).

Multiplicity   4
Electronic energy   -76496.6293 eV
Charge   0
HOMO (alpha / beta)   -6.4 / -6.3 eV
Orbital gap (alpha / beta)   5.8 / 5.8 eV

Last column: Mulliken charge in e.
Geometry (Å):
1 Nd 0.751 -0.209 -0.407  0.9039
2 C -1.982 0.389 2.019  -0.2887
3 N -0.726 -0.329 1.847  0.5540
4 C -0.603 -1.499 2.435  0.0618
5 C 0.313 -2.503 1.928  -0.1425
6 C 0.267 -3.940 2.040  -0.9206
7 C 1.314 -4.411 1.230  -0.6062
8 C 1.951 -3.277 0.728  -0.5355
9 N 1.328 -2.127 1.085  -0.0420
10 C -1.931 1.764 2.666  0.7244
11 C -1.335 1.930 3.930  -0.3839
12 C -1.567 3.085 4.679  -0.5082
13 C -2.394 4.078 4.223  -0.4581
14 C -2.882 4.027 2.939  -0.7512
15 C -2.670 2.873 2.123  -0.1937
16 H -2.605 -0.182 2.711  0.4437
17 H -2.542 0.473 1.039  -0.8700
18 H -1.183 -1.762 3.339  0.3990
19 H -0.454 -4.567 2.569  0.4339
20 H 1.536 -5.455 1.041  0.4588
21 H 2.815 -3.250 0.051  0.4433
22 H -0.695 1.147 4.298  0.2949
23 H -1.012 3.160 5.641  0.3053
24 H -2.644 4.944 4.852  0.3535
25 H -3.436 4.847 2.567  0.4408
26 H -3.074 2.863 1.106  0.2777
27 C 2.658 0.989 2.988  -0.7613
28 C 3.068 1.423 1.624  0.0819
29 N 2.463 1.163 0.449  0.0110
30 C 3.145 1.854 -0.565  0.0491
31 C 4.158 2.585 0.048  0.0344
32 N 4.094 2.234 1.404  0.0243
33 C 5.247 3.480 -0.408  0.4860
34 O 5.387 3.758 -1.689  -0.5288
35 O 5.951 3.873 0.484  -0.6015
36 C 2.864 1.677 -2.005  1.0014
37 O 3.479 2.316 -2.880  -0.8670
38 O 1.868 0.795 -2.229  -0.6023
39 H 2.580 1.902 3.618  0.3804
40 H 3.403 0.267 3.340  0.3431
41 H 1.690 0.457 3.007  -0.1124
42 H 4.789 2.603 2.087  0.3002
43 H 4.725 3.219 -2.200  0.4271
44 Cl -6.775 -0.567 -3.473  -0.2494
45 C -5.162 -0.373 -2.783  0.0932
46 C -4.003 -0.304 -3.587  -0.5312
47 C -2.822 0.239 -3.147  -0.7383
48 C -2.655 0.675 -1.802  1.6226
49 C -1.406 1.174 -1.358  -2.0568
50 C -3.813 0.574 -0.999  -0.1198
51 C -5.057 0.105 -1.479  -0.8372
52 H -4.018 -0.717 -4.565  0.4173
53 H -1.919 0.380 -3.770  0.3262
54 H -1.392 1.833 -0.555  0.6327
55 H -0.596 1.311 -2.084  0.5822
56 H -3.804 0.991 0.033  0.1201
57 H -5.914 0.057 -0.837  0.4136
58 N 2.617 -1.699 -3.127  -0.3481
59 C 1.506 -2.494 -3.059  0.7546
60 C 1.498 -3.736 -3.753  -0.9138
61 C 0.498 -4.634 -3.518  -0.3416
62 C -0.544 -4.287 -2.614  -0.8773
63 C -0.560 -3.016 -2.054  -0.2154
64 N 0.475 -2.127 -2.263  0.1270
65 H 3.175 -1.965 -3.917  0.2329
66 H 2.568 -0.668 -2.837  0.2690
67 H 2.364 -4.039 -4.298  0.3561
68 H 0.404 -5.659 -3.958  0.3404
69 H -1.406 -4.984 -2.539  0.3676
70 H -1.365 -2.735 -1.408  0.5135

=====

(2)
Entry from the Open Molecules 2025 dataset: a 6-piece molecular cluster, C29H46BBrClNO17P overall (the ωB97M-V functional and the def2-TZVPD basis).

Electronic energy   -159655.1389 eV
Charge   -1
HOMO   -5.6 eV
Orbital gap   7.7 eV

Last column: Mulliken charge in e.
Geometry (Å):
1 C -2.716 -5.966 1.395  -1.3694
2 C -3.338 -4.807 0.606  0.2467
3 C -2.371 -4.163 -0.396  -0.3501
4 Cl -2.780 -4.871 -2.070  -0.2333
5 N -2.349 -2.718 -0.375  1.2846
6 C -3.213 -2.091 -1.367  -0.9906
7 C -3.598 -0.638 -1.178  -1.1053
8 O -4.234 -0.327 0.063  -0.1792
9 C -5.507 -0.691 0.219  0.1423
10 O -6.257 -0.980 -0.667  -0.5680
11 C -1.053 -2.096 -0.076  0.7787
12 C -0.156 -1.681 -1.247  -0.9502
13 B 0.724 -2.808 -1.890  0.8903
14 O 0.357 -4.133 -2.055  -0.6691
15 O 1.951 -2.388 -2.382  -0.6344
16 C -0.214 -3.004 0.889  -0.6584
17 O 0.970 -3.179 0.536  -0.4895
18 O -0.824 -3.433 1.884  -0.6175
19 P -1.430 -0.547 1.046  0.2384
20 O -1.067 0.695 0.029  -0.1703
21 Br 0.425 -0.362 2.323  -0.3619
22 H -2.994 -6.937 0.984  0.3293
23 H -3.021 -5.918 2.441  0.3280
24 H -1.628 -5.894 1.397  0.3105
25 H -3.615 -4.011 1.294  -0.3920
26 H -4.241 -5.136 0.093  0.7178
27 H -1.373 -4.554 -0.256  0.3116
28 H -4.145 -2.655 -1.411  0.8370
29 H -2.750 -2.133 -2.363  0.3136
30 H -2.747 0.035 -1.275  0.0319
31 H -4.289 -0.397 -1.990  0.5925
32 H -5.794 -0.658 1.272  0.3786
33 H 0.613 -1.010 -0.857  0.1289
34 H -0.712 -1.083 -1.982  0.1380
35 H 0.937 -4.739 -1.586  0.2852
36 H 2.443 -3.134 -2.743  0.2338
37 H -0.124 0.905 0.000  0.1731
38 O 7.101 -2.780 -1.281  -0.6252
39 C 6.097 -2.729 -0.625  0.4203
40 O 4.960 -3.345 -0.992  -0.3991
41 C 3.888 -3.034 -0.063  0.2052
42 C 4.592 -2.627 1.223  -0.4190
43 C 5.876 -1.995 0.687  -0.3711
44 H 3.290 -2.228 -0.484  -0.0293
45 H 3.249 -3.904 0.046  0.2217
46 H 3.981 -1.969 1.836  0.2378
47 H 4.833 -3.514 1.811  0.2976
48 H 5.750 -0.934 0.460  0.2259
49 H 6.739 -2.119 1.335  0.3254
50 O 2.102 4.018 0.566  -0.6143
51 C 1.260 4.051 -0.287  0.2439
52 O 0.536 2.969 -0.627  -0.2697
53 C -0.329 3.257 -1.744  0.7936
54 C -0.493 4.771 -1.735  -0.7643
55 C 0.849 5.225 -1.158  -0.3609
56 H 0.160 2.903 -2.649  -0.5363
57 H -1.258 2.712 -1.602  0.1487
58 H -0.718 5.173 -2.719  0.3681
59 H -1.299 5.052 -1.055  0.3159
60 H 1.608 5.349 -1.932  0.2780
61 H 0.798 6.135 -0.565  0.3253
62 O 3.444 10.029 1.453  -0.6059
63 C 3.484 8.926 1.916  0.4625
64 O 2.935 7.859 1.300  -0.3046
65 C 3.049 6.676 2.122  -0.2073
66 C 4.208 6.969 3.069  -0.5490
67 C 4.109 8.485 3.229  -0.3847
68 H 2.104 6.543 2.655  0.2013
69 H 3.207 5.817 1.481  0.2362
70 H 4.143 6.413 4.001  0.3485
71 H 5.151 6.710 2.585  0.2733
72 H 3.431 8.773 4.035  0.2343
73 H 5.064 8.982 3.375  0.2990
74 O -5.382 -2.735 2.519  -0.5404
75 C -4.956 -2.252 3.525  0.5011
76 O -5.610 -1.252 4.178  -0.3897
77 C -4.812 -0.784 5.280  -0.4338
78 C -3.868 -1.934 5.614  -0.6332
79 C -3.666 -2.576 4.242  0.2602
80 H -4.272 0.108 4.955  0.2556
81 H -5.484 -0.516 6.093  0.3260
82 H -2.948 -1.601 6.089  0.3449
83 H -4.364 -2.637 6.286  0.2769
84 H -2.852 -2.117 3.682  -0.2015
85 H -3.502 -3.649 4.258  0.2843
86 O 0.612 3.101 -4.953  -0.5890
87 C 0.884 1.969 -5.241  0.4333
88 O 1.582 1.667 -6.357  -0.3921
89 C 1.682 0.238 -6.515  -0.5316
90 C 1.470 -0.338 -5.120  -0.4242
91 C 0.523 0.688 -4.505  0.3873
92 H 0.908 -0.078 -7.218  0.2592
93 H 2.657 0.013 -6.939  0.3425
94 H 1.083 -1.353 -5.130  0.2501
95 H 2.410 -0.345 -4.570  0.2748
96 H -0.526 0.464 -4.713  0.2190
97 H 0.652 0.808 -3.432  -0.2527